Record 1
The following is a DFT calculation (ωB97M-V/def2-TZVPD) of a structure of composition CH2N2O in a non-equilibrium geometry.

Geometry as XYZ:
```
6
Properties=species:S:1:pos:R:3
N 0.638 0.009 0.091
N 0.229 1.123 0.007
H -1.290 -0.287 0.864
O 2.259 -0.630 -0.010
C -0.768 -0.018 0.029
H -1.067 -0.197 -0.982
```

Orbital gap (eV): 9.7
ΔE to the lowest compared entry with this formula, charge and spin (kcal per mole): 165.4
HOMO energy (eV): -10.3
Total charge: 0

The computed natural (NBO) charges, all in e, follow: N 0.182; N 0.017; H 0.203; O -0.449; C -0.151; H 0.198

=====

Record 2
The following is a DFT calculation (ωB97M-V/def2-TZVPD) of the molecule C3H6INS in a non-equilibrium geometry.

Geometry as XYZ:
```
12
Properties=species:S:1:pos:R:3
C 0.528 -0.640 0.595
N -0.826 -0.640 1.056
C 0.378 0.600 -0.242
I -1.890 -2.330 1.360
H 1.314 -0.611 1.387
H 0.828 -1.421 -0.051
H 0.948 1.508 0.280
S 1.059 0.358 -1.928
H -1.734 1.544 0.222
H -1.485 0.046 -1.051
H 2.071 1.050 -1.515
C -1.190 0.536 -0.112
```

Orbital gap (eV): 8.5
ΔE to the lowest compared entry with this formula, charge and spin (kcal per mole): 31.2
HOMO energy (eV): -8.5
Total charge: 0

The computed natural (NBO) charges, all in e, follow: C -0.261; N -0.619; C -0.342; I 0.294; H 0.189; H 0.185; H 0.231; S -0.026; H 0.235; H 0.200; H 0.124; C -0.210

=====

Record 3
The following is a DFT calculation (ωB97M-V/def2-TZVPD) of a cluster of 10 separate species, C28H58Br8N6O4 in total in a non-equilibrium geometry.

Geometry as XYZ:
```
104
Properties=species:S:1:pos:R:3
H -16.329 0.109 15.735
C -18.260 2.487 11.219
C -19.481 0.580 12.067
H -20.775 -4.732 13.106
H -13.995 -5.839 22.562
H -13.814 -0.844 16.368
H -19.218 -11.827 17.969
H -23.025 -3.618 12.726
H -18.204 -11.333 15.483
H -18.486 -8.386 10.275
C -9.222 -6.417 10.327
H -19.461 -3.605 20.613
H -14.270 -5.108 20.982
C -10.908 -6.654 12.053
H -14.999 1.068 15.137
H -12.946 -7.847 21.380
Br -20.397 -11.437 14.222
C -15.353 -8.240 19.597
H -23.732 -5.216 12.313
N -10.557 -6.187 10.855
N -18.523 1.090 11.256
H -18.589 -5.156 20.683
H -18.901 3.061 11.888
H -17.751 -0.807 10.500
C -17.919 -4.069 15.702
H -19.563 -9.524 8.371
H -17.811 -6.581 14.541
C -15.424 0.633 16.042
H -8.623 -6.723 11.185
H -23.341 1.020 18.913
Br -20.958 -4.647 10.634
H -9.290 -7.121 9.498
H -21.236 -3.401 22.393
Br -23.096 -5.076 14.787
H -21.111 -0.019 17.103
C -22.518 0.355 18.652
H -21.857 -4.728 23.300
H -8.859 -5.494 9.876
H -17.596 -9.752 6.947
H -16.615 0.333 11.272
C -21.489 -5.188 12.420
C -17.821 -10.541 7.665
H -11.096 -4.653 9.520
C -14.233 -6.055 21.521
H -16.858 -10.887 8.041
H -17.200 2.710 11.346
H -12.472 -5.284 10.326
H -22.203 -4.547 21.514
N -20.210 -5.232 22.055
H -20.839 -11.770 17.199
H -11.972 -6.481 12.275
C -21.470 -4.463 22.316
H -12.422 -6.566 20.349
C -14.392 -0.100 16.916
H -21.362 -6.267 12.507
Br -16.189 2.124 17.044
H -17.893 -2.986 15.819
O -10.118 -7.208 12.834
H -14.031 -6.939 18.632
C -22.910 -4.698 12.809
C -14.037 -7.673 19.438
H -20.194 -4.930 20.033
C -16.498 -8.742 9.856
H -17.973 -7.700 8.766
H -18.293 -11.356 7.116
H -20.196 1.345 12.406
H -21.721 1.561 17.007
C -16.878 -3.873 13.460
Br -23.273 -0.144 15.846
H -18.853 -10.572 9.575
H -17.181 0.520 9.617
H -16.514 -6.349 15.633
C -19.796 -6.351 22.708
H -17.255 -2.851 13.622
H -18.418 2.773 10.179
H -18.963 -4.338 15.541
H -11.669 -6.225 9.033
C -13.319 -7.050 20.736
C -16.855 -6.065 14.637
N -15.445 -8.869 10.293
O -16.451 -4.373 12.439
Br -20.990 0.720 19.817
C -11.514 -5.584 9.901
H -13.432 -8.468 19.004
C -18.613 -9.861 8.785
C -19.230 -11.223 15.832
O -20.400 -6.751 23.720
Br -15.381 -0.972 18.458
C -19.785 -12.011 17.057
H -15.276 -6.369 21.567
N -17.139 -4.619 14.567
C -17.896 -8.595 9.382
H -18.774 -6.681 22.467
C -19.544 -4.663 20.866
O -19.587 -0.618 12.296
H -13.655 0.574 17.353
Br -19.656 -13.945 16.789
H -17.517 -4.411 16.656
H -19.187 -10.157 16.058
C -17.488 0.244 10.626
H -16.122 -6.411 13.909
C -22.041 0.539 17.211
N -16.418 -8.710 19.727
H -22.909 -0.634 18.891
```

Orbital gap (eV): 9.1
ΔE to the lowest compared entry with this formula, charge and spin (kcal per mole): 52.3
HOMO energy (eV): -9.2
Total charge: 0

These are the Löwdin partial charges, in e, on atoms 1 to 99: H 0.036; C -0.082; C -0.334; H 0.026; H 0.069; H 0.058; H 0.052; H 0.049; H 0.052; H 0.106; C -0.040; H 0.082; H 0.066; C -0.337; H 0.054; H 0.097; Br 0.531; C -0.250; H 0.054; N -0.197; N -0.202; H 0.076; H 0.091; H 0.088; C -0.049; H 0.102; H 0.085; C -0.687; H 0.087; H 0.057; Br 0.606; H 0.091; H 0.080; Br 0.533; H 0.032; C -0.682; H 0.083; H 0.083; H 0.072; H 0.087; C -0.729; C -0.114; H 0.079; C -0.100; H 0.069; H 0.086; H 0.085; H 0.085; N -0.171; H 0.049; H 0.134; C -0.033; H 0.096; C -0.607; H 0.051; Br 0.580; H 0.075; O -0.028; H 0.112; C -0.594; C -0.183; H 0.077; C -0.231; H 0.114; H 0.070; H 0.134; H 0.057; C -0.347; Br 0.593; H 0.103; H 0.086; H 0.075; C -0.310; H 0.130; H 0.088; H 0.081; H 0.086; C -0.198; C -0.035; N 0.131; O 0.003; Br 0.612; C -0.046; H 0.114; C -0.242; C -0.643; O -0.026; Br 0.512; C -0.665; H 0.052; N -0.185; C -0.174; H 0.132; C -0.073; O -0.010; H 0.050; Br 0.574; H 0.081; H 0.047

=====

Record 4
The following is a DFT calculation (ωB97M-V/def2-TZVPD) of a cluster of 2 separate species, C5H12 in total in a non-equilibrium geometry.

Geometry as XYZ:
```
17
Properties=species:S:1:pos:R:3
H -2.054 1.666 -1.840
H 2.231 -0.486 -0.897
C -3.637 0.269 -0.026
H -4.178 0.404 0.902
H 1.882 -0.813 1.482
H 3.188 -1.986 -0.474
H 3.593 -1.045 1.788
H -1.694 0.430 0.951
H -0.472 1.089 -1.005
H 3.893 -0.512 -0.846
C 2.882 -0.521 1.156
H -4.097 0.722 -0.914
C -2.208 0.682 0.026
C 3.031 -0.924 -0.305
C -1.544 1.252 -0.981
H -3.668 -0.785 -0.324
H 2.852 0.558 1.309
```

Orbital gap (eV): 10.5
ΔE to the lowest compared entry with this formula, charge and spin (kcal per mole): 37.6
HOMO energy (eV): -9.4
Total charge: 0

The computed natural (NBO) charges, all in e, follow: H 0.191; H 0.203; C -0.655; H 0.216; H 0.201; H 0.207; H 0.206; H 0.189; H 0.200; H 0.200; C -0.610; H 0.212; C -0.155; C -0.613; C -0.422; H 0.224; H 0.207

=====

Record 5
The following is a DFT calculation (ωB97M-V/def2-TZVPD) of the molecule C2H4N2 in a non-equilibrium geometry.

Geometry as XYZ:
```
8
Properties=species:S:1:pos:R:3
H -1.099 -0.735 0.805
C 1.022 -0.245 0.806
H 0.432 0.464 -1.529
N -0.593 0.432 -1.202
C -0.383 0.137 0.519
H -0.925 -0.549 -1.323
N 2.146 -0.466 0.871
H -0.599 0.960 1.054
```

Orbital gap (eV): 11.7
ΔE to the lowest compared entry with this formula, charge and spin (kcal per mole): 40.0
HOMO energy (eV): -10.9
Total charge: 0

The computed natural (NBO) charges, all in e, follow: H 0.233; C 0.242; H 0.365; N -0.772; C -0.328; H 0.351; N -0.311; H 0.221

=====

Record 6
The following is a DFT calculation (ωB97M-V/def2-TZVPD) of the molecule C3H9ClNPS in a non-equilibrium geometry.

Geometry as XYZ:
```
16
Properties=species:S:1:pos:R:3
H -0.663 -2.521 1.439
H 0.857 -1.119 -0.574
H 0.220 3.385 0.705
H -1.513 -3.014 0.002
C -0.482 2.715 0.271
Cl -1.970 0.292 -2.137
H -0.008 -3.495 0.059
H 0.713 1.103 0.842
C -0.571 -2.604 0.373
P -1.167 -0.125 -0.153
H 0.821 1.254 -0.789
C 0.076 1.328 0.038
H -1.334 2.783 0.960
H -1.005 3.296 -0.563
N -0.064 -1.417 -0.337
S -2.565 -0.604 1.051
```

Orbital gap (eV): 9.8
ΔE to the lowest compared entry with this formula, charge and spin (kcal per mole): 9.0
HOMO energy (eV): -9.2
Total charge: 0

The computed natural (NBO) charges, all in e, follow: H 0.207; H 0.414; H 0.221; H 0.222; C -0.638; Cl -0.342; H 0.211; H 0.235; C -0.434; P 1.379; H 0.237; C -0.711; H 0.231; H 0.227; N -0.972; S -0.488

=====

Record 7
The following is a DFT calculation (ωB97M-V/def2-TZVPD) of the molecule C3H5N3.

Geometry as XYZ:
```
11
Properties=species:S:1:pos:R:3
N 0.244 1.234 0.237
C -0.476 0.114 -0.023
N 1.567 1.033 0.193
H -2.394 -0.136 -0.618
N -1.868 0.057 0.226
H -0.114 2.174 0.306
H 2.669 -0.721 -0.066
H 0.204 -1.827 -0.737
C 0.446 -0.867 -0.302
C 1.695 -0.254 -0.100
H -2.022 -0.734 0.844
```

Orbital gap (eV): 10.1
ΔE to the lowest compared entry with this formula, charge and spin (kcal per mole): 17.5
HOMO energy (eV): -9.2
Total charge: 0

The computed natural (NBO) charges, all in e, follow: N -0.335; C 0.276; N -0.266; H 0.373; N -0.836; H 0.410; H 0.207; H 0.226; C -0.379; C -0.053; H 0.377

=====

Record 8
The following is a DFT calculation (ωB97M-V/def2-TZVPD) of a cluster of 19 separate species, C37H15BrCl72O4 in total in a non-equilibrium geometry.

Geometry as XYZ:
```
129
Properties=species:S:1:pos:R:3
Cl 2.316 -1.927 -2.161
Cl 4.305 3.931 -2.944
Cl 14.045 -3.216 -8.549
C -3.467 2.218 -5.626
H 0.980 -0.424 1.469
Cl 12.483 -0.809 -8.848
Cl -1.832 2.543 12.293
Cl 11.283 -1.133 -5.729
Cl 3.488 -8.216 -5.743
Cl -2.977 -6.584 10.596
C -2.690 3.994 -2.276
Cl 12.194 1.217 -4.335
Cl -7.481 1.035 -3.983
Cl -4.015 4.431 12.310
Cl -8.940 3.491 -3.563
C -0.717 0.052 4.517
H -1.241 3.355 -3.691
Cl -6.054 3.476 -3.398
Cl -0.228 -6.496 9.734
Cl -1.812 10.096 -2.308
Cl 1.018 -6.431 -7.197
Cl -3.552 -5.168 1.226
Cl -0.806 -9.344 4.956
Cl 4.508 6.130 -4.804
Cl -2.336 7.370 -1.428
C -4.099 5.545 -1.019
H 1.019 1.350 4.650
H 1.316 -0.190 3.809
Cl -6.984 -1.058 2.403
C -2.174 4.602 0.042
Cl 9.444 1.009 -5.186
Cl -4.428 1.753 11.313
Cl -4.619 0.370 3.254
C 0.253 1.149 0.244
Cl -0.864 -7.289 12.434
Cl -5.774 -1.685 4.952
Cl 1.384 3.130 9.032
Cl 5.720 6.341 -2.190
Cl 4.648 -1.209 -4.561
C 5.304 0.172 -3.678
H -3.930 4.070 -4.675
C 13.585 -1.924 -9.665
C -3.287 5.430 0.094
C -0.612 3.072 -1.074
Cl -1.731 -6.609 -6.335
O -1.300 0.532 5.475
C 0.258 1.269 2.648
Cl 6.127 0.994 -8.113
H -3.783 2.599 -6.602
C -6.125 -0.394 3.798
Cl -6.903 -7.501 0.996
C 0.538 0.565 1.478
Cl -7.135 0.826 4.578
Cl -7.356 3.142 -5.953
Br -2.530 1.274 -2.908
Cl 0.392 -7.103 -4.448
Cl 6.673 2.964 -10.150
C 0.590 0.604 3.986
Cl 3.870 -7.627 -2.945
C -1.318 -6.229 11.096
C -7.462 2.784 -4.225
Cl 5.586 3.780 -7.600
Cl -0.738 -11.413 6.968
C -0.096 -6.145 -5.852
C -1.411 8.390 -2.559
Cl 2.844 6.356 -2.453
Cl 12.783 -2.624 -11.078
O -1.132 5.337 2.075
Cl -1.400 -3.246 1.324
C -3.052 3.453 -4.801
Cl 6.299 -0.405 -2.337
Cl -1.211 -4.543 11.616
Cl -0.071 -4.429 -5.427
Cl -1.357 -8.694 7.714
C -0.317 2.411 0.248
Cl 8.313 2.851 -7.777
H -4.980 6.171 -1.032
C -3.575 2.731 12.512
Cl -1.296 4.196 9.126
H -3.541 5.997 0.980
Cl 2.837 -3.345 0.301
C -3.110 -3.516 1.671
H 0.463 0.643 -0.688
O -1.197 -1.027 3.820
C -0.335 2.524 2.633
C -4.011 -1.776 8.457
Cl 15.031 -1.050 -10.182
Cl -4.083 -2.378 0.732
Cl -2.978 -0.790 7.421
Cl -4.739 -3.090 7.516
C -1.293 4.441 1.255
Cl -0.125 3.471 6.599
Cl -7.175 -4.784 0.070
Cl 1.321 -9.392 6.908
H -2.360 4.002 -5.446
Cl 0.312 8.131 -2.270
Cl -0.874 1.411 8.499
Cl -6.173 -6.818 -1.712
Cl 3.670 -5.476 -4.863
Cl 4.367 -3.949 -2.075
C 4.261 -7.120 -4.594
H -2.025 -0.723 3.419
H -4.531 4.913 -2.980
Cl 11.533 1.405 -7.142
Cl -3.404 -3.273 3.398
Cl -5.296 -0.769 9.133
O 0.170 2.935 -1.997
Cl 6.289 1.153 -4.767
C -0.397 -9.711 6.637
C 11.116 0.618 -5.599
Cl 1.590 -4.708 -1.924
Cl 6.014 -7.158 -4.821
C -7.302 -6.483 -0.393
H -0.548 3.051 3.555
Cl -4.024 2.195 14.136
Cl 3.979 1.157 -3.048
C -2.285 3.158 -3.482
Cl -1.809 7.928 -4.219
H -4.329 1.734 -5.171
C 4.348 5.691 -3.097
C -0.230 3.046 8.312
C -1.867 3.910 -1.123
Cl -8.951 -6.829 -0.926
C 6.675 2.647 -8.411
C -0.636 3.104 1.408
C 2.777 -3.484 -1.464
H -2.640 1.535 -5.804
C -3.806 4.810 -2.171
Cl -3.044 -2.457 9.771
```

Orbital gap (eV): 8.7
HOMO energy (eV): -9.7
Total charge: 0

These are the Löwdin partial charges, in e, on atoms 1 to 99: Cl 0.505; Cl 0.476; Cl 0.520; C -0.169; H 0.113; Cl 0.467; Cl 0.507; Cl 0.525; Cl 0.507; Cl 0.518; C -0.204; Cl 0.538; Cl 0.536; Cl 0.519; Cl 0.536; C -0.471; H 0.094; Cl 0.644; Cl 0.499; Cl 0.532; Cl 0.505; Cl 0.523; Cl 0.521; Cl 0.517; Cl 0.715; C -0.180; H 0.109; H 0.128; Cl 0.517; C -0.107; Cl 0.479; Cl 0.499; Cl 0.532; C 0.024; Cl 0.531; Cl 0.474; Cl 0.522; Cl 0.531; Cl 0.515; C -2.007; H 0.042; C -2.043; C -0.119; C -0.304; Cl 0.531; O -0.001; C -0.191; Cl 0.509; H 0.074; C -2.023; Cl 0.518; C 0.004; Cl 0.541; Cl 0.539; Br 0.788; Cl 0.499; Cl 0.530; C -0.037; Cl 0.516; C -2.045; C -2.014; Cl 0.512; Cl 0.523; C -2.041; C -1.983; Cl 0.493; Cl 0.521; O 0.122; Cl 0.539; C -0.280; Cl 0.541; Cl 0.505; Cl 0.516; Cl 0.489; C -0.087; Cl 0.497; H 0.118; C -2.053; Cl 0.512; H 0.128; Cl 0.524; C -2.026; H 0.114; O 0.020; C 0.059; C -2.015; Cl 0.524; Cl 0.509; Cl 0.548; Cl 0.498; C -0.248; Cl 0.547; Cl 0.503; Cl 0.519; H 0.112; Cl 0.501; Cl 0.516; Cl 0.518; Cl 0.479